Density functional theory data (the ωB97M-V functional and the def2-TZVPD basis) for a structure of composition C31H45F5IrN2OSiTe5 at a distorted geometry.

HOMO-LUMO gap (spin up / spin down) (eV): 4.80 / 4.83
Multiplicity: 2
Total charge: -2
Expectation value of S²: 0.7673
LUMO energy (spin up / spin down) (eV): 3.070 / 3.098
Highest occupied orbital energy (spin up / spin down) (eV): -1.7 / -1.7

Geometry (Å):
Ir (0.03, -0.76, -0.66)
Te (2.52, -1.66, -1.58)
Te (3.82, -1.96, -4.11)
Te (6.08, 1.92, -4.57)
Te (5.20, 0.17, -2.69)
C (5.03, -0.86, 1.12)
C (3.72, -1.39, 1.69)
C (3.83, -2.87, 2.06)
C (3.22, -0.57, 2.85)
C (3.93, -0.56, 4.05)
C (3.49, 0.19, 5.13)
C (2.30, 0.89, 5.02)
C (1.56, 0.91, 3.84)
C (0.20, 1.59, 3.92)
C (-0.91, 0.86, 3.16)
C (0.22, 3.08, 3.58)
C (2.08, 0.23, 2.72)
N (1.47, 0.41, 1.43)
C (1.57, 1.61, 0.99)
C (0.81, 2.10, -0.15)
N (0.05, 1.36, -0.87)
C (-0.82, 2.06, -1.79)
C (-2.15, 2.21, -1.38)
C (-3.04, 2.85, -2.23)
C (-2.63, 3.32, -3.47)
C (-1.31, 3.15, -3.85)
C (-0.37, 2.53, -3.03)
C (1.02, 2.34, -3.65)
C (1.15, 0.92, -4.20)
C (2.24, 2.80, -2.85)
C (-2.63, 1.76, -0.01)
C (-2.61, 2.95, 0.94)
C (-4.01, 1.10, -0.03)
H (5.23, -1.32, 0.15)
H (5.87, -1.09, 1.78)
H (5.00, 0.23, 0.98)
H (2.95, -1.33, 0.93)
H (4.58, -3.03, 2.85)
H (4.14, -3.45, 1.18)
H (2.87, -3.26, 2.38)
H (4.83, -1.15, 4.12)
H (4.06, 0.20, 6.05)
H (1.91, 1.42, 5.88)
H (-0.06, 1.52, 4.98)
H (-0.92, 1.11, 2.10)
H (-1.89, 1.12, 3.57)
H (-0.80, -0.23, 3.20)
H (0.39, 3.25, 2.51)
H (1.00, 3.60, 4.13)
H (-0.74, 3.54, 3.82)
H (2.14, 2.37, 1.53)
H (0.83, 3.18, -0.31)
H (-4.07, 2.97, -1.92)
H (-3.34, 3.80, -4.14)
H (-0.99, 3.50, -4.82)
H (1.00, 3.02, -4.51)
H (0.80, 0.17, -3.48)
H (2.18, 0.68, -4.46)
H (0.53, 0.80, -5.09)
H (2.29, 2.39, -1.84)
H (2.27, 3.89, -2.78)
H (3.15, 2.47, -3.36)
H (-1.95, 0.99, 0.35)
H (-3.29, 3.73, 0.59)
H (-1.62, 3.39, 1.03)
H (-2.93, 2.65, 1.94)
H (-4.82, 1.83, -0.14)
H (-4.16, 0.57, 0.91)
H (-4.07, 0.36, -0.83)
F (0.07, -2.75, -2.94)
Te (0.01, -3.36, -1.01)
F (0.50, -5.05, -0.08)
F (1.06, -2.70, 0.80)
F (-1.38, -1.02, 0.73)
F (-0.77, -4.83, -2.11)
O (1.92, -3.50, -1.55)
C (-5.10, -2.54, -0.36)
Si (-3.58, -3.39, -1.08)
C (-3.08, -4.57, 0.31)
C (-4.23, -4.43, -2.50)
C (-2.56, -1.96, -1.74)
C (-1.68, -1.10, -1.88)
H (-5.89, -3.27, -0.17)
H (-5.48, -1.79, -1.07)
H (-4.87, -2.03, 0.58)
H (-4.09, -4.64, 0.74)
H (-2.39, -4.22, 1.08)
H (-2.75, -5.53, -0.06)
H (-5.01, -5.11, -2.13)
H (-3.43, -5.01, -2.96)
H (-4.68, -3.77, -3.24)

---

Density functional theory data (the ωB97M-V functional and the def2-TZVPD basis) for an isolated molecule of C12H11N3 at a distorted geometry.

HOMO-LUMO gap (eV): 8.51
SMILES string: C(=N/Nc1ccccc1)/c1ccccn1
Multiplicity: 1
Energy relative to the best compared isomer or geometry (same formula, charge and spin) (eV): 5.454
LUMO energy (eV): 0.033
Highest occupied orbital energy (eV): -8.5

Geometry (Å):
C (0.94, 2.06, -0.63)
N (-0.17, 2.67, -0.54)
N (-0.98, 2.03, 0.46)
C (-1.61, 0.71, 0.10)
C (-1.21, -0.05, -1.04)
C (-1.70, -1.39, -1.31)
C (-2.69, -1.69, -0.36)
C (-3.28, -0.69, 0.50)
C (-2.72, 0.44, 0.87)
C (1.68, 0.85, -0.10)
C (1.65, 0.39, 1.23)
C (2.53, -0.70, 1.45)
C (3.38, -1.39, 0.39)
C (3.23, -0.68, -0.79)
N (2.59, 0.49, -1.01)
H (1.66, 2.43, -1.49)
H (-1.86, 2.56, 0.30)
H (-0.48, 0.29, -1.68)
H (-1.16, -2.10, -2.01)
H (-3.41, -2.57, -0.28)
H (-4.37, -1.06, 0.97)
H (-2.97, 1.00, 1.70)
H (0.82, 0.87, 1.75)
H (2.65, -0.89, 2.57)
H (3.84, -2.40, 0.69)
H (3.63, -1.17, -1.72)

---

Density functional theory data (the ωB97M-V functional and the def2-TZVPD basis) for a structure of composition C3H3FO2Sc at a distorted geometry.

HOMO-LUMO gap (spin up / spin down) (eV): 7.31 / 7.51
Multiplicity: 2
Energy relative to the best compared isomer or geometry (same formula, charge and spin) (eV): 0.000
Total charge: +2
Expectation value of S²: 0.7505
LUMO energy (spin up / spin down) (eV): -11.635 / -11.470
Highest occupied orbital energy (spin up / spin down) (eV): -18.9 / -19.0

Geometry (Å):
H (0.61, -1.83, 0.17)
F (-1.42, 1.67, 0.33)
O (-0.86, -0.41, 1.14)
O (1.07, 0.38, 0.26)
C (-1.24, 0.38, 0.00)
C (0.06, 0.01, -0.71)
C (0.31, -0.80, 0.52)
H (-2.15, -0.02, -0.46)
H (0.35, 0.01, -1.76)
Sc (3.27, 0.61, 0.51)

---

Density functional theory data (the ωB97M-V functional and the def2-TZVPD basis) for an isolated molecule of C5H8ClNO at a distorted geometry.

HOMO-LUMO gap (eV): 9.46
SMILES string: Cl[C@H]1[C@H]2NCCO[C@@H]12
Multiplicity: 1
Energy relative to the best compared isomer or geometry (same formula, charge and spin) (eV): 2.365
LUMO energy (eV): 0.876
Highest occupied orbital energy (eV): -8.6

Geometry (Å):
Cl (0.35, -0.91, -2.37)
C (-0.63, 0.34, -1.71)
C (-1.23, 0.18, -0.34)
N (-0.90, -0.93, 0.54)
C (0.19, -0.67, 1.43)
C (1.43, -0.07, 0.72)
O (1.12, 1.07, 0.02)
C (-0.15, 1.23, -0.55)
H (-1.18, 0.86, -2.48)
H (-2.28, 0.52, -0.20)
H (-0.60, -1.71, 0.01)
H (-0.16, 0.08, 2.16)
H (0.45, -1.62, 1.90)
H (2.16, 0.18, 1.49)
H (1.84, -0.85, 0.04)
H (-0.40, 2.29, -0.66)

---

Density functional theory data (the ωB97M-V functional and the def2-TZVPD basis) for a structure of composition C20H21MgN3O4 at a distorted geometry.

HOMO-LUMO gap (spin up / spin down) (eV): 5.64 / 6.87
Multiplicity: 1
LUMO energy (spin up / spin down) (eV): -2.132 / -1.459
Highest occupied orbital energy (spin up / spin down) (eV): -7.8 / -8.3

Geometry (Å):
C (1.48, -3.25, 0.03)
C (-1.72, -2.56, -0.64)
H (1.94, -2.57, -0.71)
H (0.61, -3.80, -0.41)
H (1.49, -3.31, 1.14)
H (-1.81, -1.68, -1.28)
H (-1.14, -3.39, -1.08)
H (-2.07, -2.88, 0.37)
C (2.19, -0.07, -1.56)
C (2.79, 0.85, -2.42)
C (2.02, 1.93, -2.86)
C (0.71, 2.05, -2.40)
H (2.77, -0.90, -1.14)
H (3.83, 0.71, -2.70)
H (2.45, 2.68, -3.52)
H (0.10, 2.92, -2.65)
N (0.91, 0.00, -1.19)
C (0.17, 1.08, -1.53)
C (-1.16, 1.25, -0.89)
N (-1.50, 0.39, 0.08)
C (-2.67, 0.50, 0.71)
C (-3.29, 2.40, -0.61)
C (-3.61, 1.48, 0.38)
H (-2.84, -0.25, 1.49)
H (-4.56, 1.49, 0.92)
C (-2.05, 2.29, -1.25)
H (-1.75, 2.99, -2.03)
H (-3.98, 3.20, -0.89)
Mg (-0.05, -1.92, 0.25)
C (-1.15, -1.64, 2.46)
H (-2.17, -2.05, 2.50)
H (-1.10, -0.63, 2.89)
H (-0.42, -2.28, 2.99)
O (0.47, 1.20, 2.30)
C (1.41, 0.40, 2.18)
O (1.44, -0.70, 1.50)
C (2.68, 0.71, 2.96)
C (3.90, 0.95, 2.30)
C (5.06, 1.22, 3.02)
C (5.02, 1.16, 4.43)
C (3.80, 0.90, 5.11)
C (2.65, 0.68, 4.36)
N (6.20, 1.38, 5.18)
O (7.27, 1.64, 4.58)
O (6.13, 1.30, 6.43)
H (3.94, 0.88, 1.21)
H (6.01, 1.46, 2.53)
H (3.81, 0.88, 6.20)
H (1.73, 0.41, 4.88)

---

Density functional theory data (the ωB97M-V functional and the def2-TZVPD basis) for an isolated molecule of C4H9NO2.

HOMO-LUMO gap (eV): 9.97
SMILES string: C[C@@H](N)CC(=O)O
Multiplicity: 1
Energy relative to the best compared isomer or geometry (same formula, charge and spin) (eV): 0.507
LUMO energy (eV): 0.763
Highest occupied orbital energy (eV): -9.2

Geometry (Å):
C (-0.83, 1.06, 0.95)
C (0.53, 0.74, 0.35)
N (1.24, -0.13, 1.26)
C (0.43, 0.19, -1.09)
C (-0.15, -1.18, -1.19)
O (0.48, -2.19, -1.40)
O (-1.49, -1.20, -0.98)
H (-0.67, 1.55, 1.90)
H (-1.45, 1.73, 0.35)
H (-1.44, 0.17, 1.15)
H (1.07, 1.68, 0.26)
H (0.70, -0.83, 1.74)
H (2.12, -0.50, 0.96)
H (1.40, 0.17, -1.59)
H (-0.16, 0.89, -1.70)
H (-1.77, -2.14, -0.97)

---

Density functional theory data (the ωB97M-V functional and the def2-TZVPD basis) for a structure of composition C4H12N2O at a distorted geometry.

HOMO-LUMO gap (eV): 8.64
Multiplicity: 1
Energy relative to the best compared isomer or geometry (same formula, charge and spin) (eV): 4.760
LUMO energy (eV): 0.885
Highest occupied orbital energy (eV): -7.8

Geometry (Å):
C (-1.34, -0.06, 0.06)
N (-1.47, 1.20, -0.60)
N (-1.81, -0.16, 1.40)
H (-2.44, 1.43, -0.81)
H (-1.58, 0.65, 1.96)
H (-1.09, 1.96, -0.04)
H (-1.40, -0.97, 1.86)
H (-1.82, -0.84, -0.53)
H (-0.07, -0.59, -0.60)
C (1.45, 0.87, 0.40)
C (1.17, -1.21, -1.32)
C (0.74, -0.47, 0.37)
O (0.81, -1.28, 1.29)
H (1.14, 1.42, 1.29)
H (2.52, 0.70, 0.47)
H (0.68, -2.18, -1.42)
H (1.06, -0.56, -2.19)
H (2.22, -1.36, -1.09)
H (1.25, 1.46, -0.49)